Computed, not measured: the molecule C3H3ClN2OS, with ωB97M-V with the def2-TZVPD basis set.

Structure (XYZ):
```
11
Properties=species:S:1:pos:R:3:forces:R:3
O 1.400 1.693 -0.191 0.0298 -0.3814 0.1682
N 0.550 0.661 0.117 0.0874 0.6009 -0.2425
N -0.773 0.901 -0.083 -0.6523 0.2074 -0.0726
C -1.386 -0.309 0.070 0.5577 -0.9474 -0.7361
Cl -3.063 -0.483 -0.189 0.0915 0.2569 0.3880
C -0.449 -1.298 0.141 0.2844 0.4950 -0.6190
C 0.861 -0.643 -0.014 -0.9755 -0.6622 1.1579
S 2.425 -1.159 -0.167 0.1896 -0.0606 -0.0966
H 2.256 1.231 -0.020 0.1304 0.1736 -0.2550
H -1.172 1.761 0.252 0.0961 0.2242 0.2258
H -0.650 -2.355 0.085 0.1609 0.0937 0.0819
```
Forces are in eV/Å.

Its SMILES is On1[nH]c(Cl)cc1=S. As for the LUMO energy: 0.24 eV. The HOMO-LUMO gap is 0.3130 Ha.

Computed, not measured: a structure of composition C3H3ClN2OS, with ωB97M-V with the def2-TZVPD basis set.

Structure (XYZ):
```
11
Properties=species:S:1:pos:R:3:forces:R:3
C 0.851 0.518 -0.508 -2.7209 -1.0763 0.6600
C 0.633 0.675 0.912 -1.5599 -0.7781 -1.0249
C -0.295 -0.116 -1.059 1.0754 1.2078 6.5264
H 2.861 0.656 -0.619 -4.6391 1.7915 -2.9606
H 1.180 0.917 1.792 1.0366 0.7410 -0.1694
H -1.925 -2.124 1.578 -0.9849 1.6915 -3.2580
N -0.576 0.244 1.227 0.7405 -0.6157 1.2258
N -1.118 -0.281 0.177 1.3723 0.8636 -3.9193
O 1.836 1.003 -1.218 6.6959 -1.0368 1.6567
S -2.396 -1.318 0.209 -0.4787 -2.4175 3.5306
Cl -1.052 -0.175 -2.491 -0.5372 -0.3709 -2.2673
```
Forces are in eV/Å.

As for the LUMO energy: -0.10 eV. The HOMO-LUMO gap is 0.3132 Ha.

Computed, not measured: a cluster of 2 separate species, C3H3ClN2OS in total, with ωB97M-V with the def2-TZVPD basis set.

Structure (XYZ):
```
11
Properties=species:S:1:pos:R:3:forces:R:3
C 0.913 0.909 0.325 -1.8414 0.4018 -0.0005
C -0.948 -0.253 0.930 -2.5085 -0.1948 0.2608
C 0.467 -0.090 1.311 0.4812 -1.5633 -0.1291
N -0.081 1.343 -0.411 2.5967 -0.1091 -0.4354
N -1.132 0.540 -0.139 -3.0166 -0.2315 0.9733
O 1.120 -0.737 2.131 -0.8340 0.9783 -0.6034
S -0.046 -1.493 -3.108 -0.9962 0.4054 -0.0632
Cl 1.727 -1.691 -2.308 0.7461 0.0552 0.6552
H 1.851 1.363 0.362 1.2817 0.7062 -0.3236
H -1.820 -0.779 1.503 1.9735 0.9148 -1.5249
H -2.053 0.887 -0.596 2.1175 -1.3630 1.1909
```
Forces are in eV/Å.

As for the LUMO energy (alpha / beta): -3.67 / -3.67 eV. The HOMO-LUMO gap (alpha / beta) is 0.1309 / 0.1334 Ha.

Computed, not measured: the molecule C3H3ClO, with ωB97M-V with the def2-TZVPD basis set.

Structure (XYZ):
```
8
Properties=species:S:1:pos:R:3:forces:R:3
C 0.491 -0.977 -0.617 1.9668 -1.2232 -1.2269
C 0.152 0.277 -0.361 -1.4888 -0.6467 2.5974
Cl 1.201 1.437 -0.867 1.0333 2.5766 -1.0312
C -0.871 0.654 0.778 0.4513 -0.7092 -0.4338
O -0.968 1.660 1.419 0.7342 0.4275 -0.7785
H 0.111 -1.828 0.001 0.1146 0.6887 -1.1672
H 1.427 -1.067 -1.415 -2.7058 -0.3487 2.3997
H -1.543 -0.155 1.064 -0.1057 -0.7650 -0.3595
```
Forces are in eV/Å.

Its SMILES is C=C(Cl)C=O. As for the LUMO energy: -0.03 eV. The HOMO-LUMO gap is 0.3674 Ha.

Computed, not measured: a cluster of 2 separate species, C3H3ClO in total, with ωB97M-V with the def2-TZVPD basis set.

Structure (XYZ):
```
8
Properties=species:S:1:pos:R:3:forces:R:3
C 1.671 1.527 -0.536 0.8111 1.5584 0.9499
C -0.563 -1.217 0.567 -0.6870 0.1327 0.4665
C -0.530 -0.303 -0.414 0.3499 -0.1985 -0.3801
O 1.956 2.405 0.131 -0.4175 -1.3411 -0.9729
Cl -1.314 1.254 -0.224 0.1411 -0.2159 -0.0100
H -0.214 -2.213 0.263 0.1459 0.4341 0.5598
H -1.021 -1.080 1.644 0.8932 -0.1137 -2.6197
H 0.016 -0.373 -1.432 -1.2368 -0.2560 2.0066
```
Forces are in eV/Å.

As for the LUMO energy: 0.97 eV. The HOMO-LUMO gap is 0.3972 Ha.

Computed, not measured: a structure of composition C3H3ClO2, with ωB97M-V with the def2-TZVPD basis set.

Structure (XYZ):
```
9
Properties=species:S:1:pos:R:3:forces:R:3
C -1.399 -0.816 0.009 -2.6132 1.4260 -0.4633
C -2.885 0.514 -0.041 3.2923 -2.3290 0.1531
C -0.088 -0.120 -0.015 0.4234 -0.0805 4.9305
O -1.622 -1.975 -0.080 -0.0450 0.8752 0.2868
O -2.612 1.649 -0.125 -0.2120 0.6451 -0.0389
Cl -4.444 -0.192 0.026 -0.7398 -0.2689 0.0110
H 0.608 -0.865 0.365 0.4743 -0.3188 -0.9931
H 0.114 0.671 0.806 -1.2708 -0.8302 -1.3747
H 0.094 0.322 -0.916 0.6909 0.8810 -2.5114
```
Forces are in eV/Å.

As for the LUMO energy: 0.32 eV. The HOMO-LUMO gap is 0.3510 Ha.

no.,E_tot (eV)
1,-31542.158
2,-31540.457
3,-31539.831
4,-17727.575
5,-17728.011
6,-19775.377